Formula: C9H34N6O11
Source: OMol25
Level of theory: wB97M-V/def2-TZVPD

Geometry as XYZ:
```
60
Properties=species:S:1:pos:R:3
C 3.49482 0.15858 1.90936
O 4.21675 0.03161 0.85579
N 2.45770 1.04259 1.93137
N 3.80072 -0.60572 3.01478
H 1.89501 1.18195 2.74831
H 2.35986 1.64362 1.13370
H 3.01141 -0.89824 3.65210
H 4.47856 -1.25927 2.64263
C 2.50488 2.33417 -1.55786
O 1.58329 2.21730 -0.75539
N 2.24415 2.58616 -2.86306
N 3.85486 2.30690 -1.20920
H 1.27644 2.52814 -3.08173
H 2.94029 2.18015 -3.41431
H 4.09385 1.64469 -0.48109
H 4.43581 2.35603 -2.05504
C -1.50369 0.72119 3.12599
O -0.54761 0.70675 3.93168
N -1.75330 -0.42867 2.42850
N -2.28310 1.79506 2.88106
H -1.12050 -1.15374 2.49256
H -2.58829 -0.52646 1.94522
H -2.69878 1.77000 1.96362
H -1.87502 2.61528 3.02725
O 2.01677 -1.14910 -0.81523
H 1.94375 -1.99908 -1.23929
H 2.84889 -1.03529 -0.32773
O -0.59660 0.82681 -0.09399
H -0.06165 1.53681 -0.48342
H -0.16871 0.61670 0.77451
C 0.72623 -2.82787 2.15175
C 0.70521 -2.32693 3.59444
O 1.23634 -1.12664 3.94501
O 0.05220 -1.95264 1.26567
H 0.24745 -3.83369 2.22956
H 1.74990 -2.98223 1.74606
H 1.10560 -3.10732 4.23477
H -0.35327 -2.37439 3.84601
H 0.44171 -0.51319 4.00476
H 0.58254 -1.69970 0.52695
C -4.65630 0.57653 -0.79400
C -4.22615 -0.46120 -1.79466
O -3.06641 0.19383 -2.45897
O -3.59493 0.67200 0.23723
H -5.56722 0.40052 -0.21752
H -4.70180 1.58378 -1.20955
H -4.95233 -0.80467 -2.47396
H -3.89330 -1.34359 -1.28210
H -2.27625 -0.43121 -2.43742
H -2.74232 0.66195 -0.19685
C -0.96240 0.21484 -4.45219
C -0.31201 -0.95033 -3.69158
O -0.72799 -1.17022 -2.28515
O -0.92063 1.36323 -3.69590
H -1.98982 0.02064 -4.70812
H -0.43646 0.33794 -5.43903
H 0.81333 -0.76544 -3.72662
H -0.38818 -1.90968 -4.13547
H -0.39274 -0.45744 -1.69301
H -1.76055 1.26815 -3.17120
```

Its charge is 0. As for the structure (SMILES): NC(N)=O.NC(N)=O.NC(N)=O.OCCO.OCCO.OCCO.O.O. The HOMO energy is -9.8 eV.

These are the Mulliken partial charges, in e, on atoms 1 to 2: atom 1 (C): 0.5224, atom 2 (O): -0.8193